No. 1
C4H12 | the ωB97M-V functional and the def2-TZVPD basis

The largest force on an atom comes out at 5.57 eV/Å. The HOMO-LUMO gap is 0.4387 hartree. For the energy above the lowest of the compared OMol25 structures with the same formula, charge and spin, the calculation gives 128.0 kJ/mol. The calculation puts the HOMO energy at -10.866 eV. As for the SMILES: CC.CC. The charge is 0. Its LUMO energy is 1.072 eV.

```
16
C4H12 | the OMol25 dataset | the ωB97M-V functional and the def2-TZVPD basis
C 2.5831 -1.2497 -0.8762
C -2.6187 0.0140 0.3301
C 1.9406 0.0782 -0.4294
C -1.9334 1.2083 0.9447
H 3.3662 -1.5775 -0.2365
H 1.8047 -2.0312 -1.0130
H -1.5379 1.8914 0.1288
H -2.6456 1.6784 1.4821
H -2.5102 -0.8639 1.2413
H 1.5876 -0.2429 0.5901
H 2.6191 0.9937 -0.3520
H -3.6707 -0.0409 0.2703
H -1.0413 0.9424 1.5045
H 3.0645 -1.1872 -1.8304
H 1.1702 0.4945 -0.9995
H -2.0359 -0.3611 -0.5998
```

No. 2
C26H23Cl5NSW | the ωB97M-V functional and the def2-TZVPD basis

The largest force on an atom comes out at 0.62 eV/Å. The HOMO-LUMO gap (spin up / spin down) is 0.2428 / 0.2565 hartree. The calculation puts the HOMO energy (spin up / spin down) at -10.091 / -10.949 eV. As for the spin multiplicity: 3. The charge is +1. Its LUMO energy (spin up / spin down) is -3.485 / -3.970 eV.

```
57
C26H23Cl5NSW | the OMol25 dataset | the ωB97M-V functional and the def2-TZVPD basis
W 0.4038 0.2126 0.2516
Cl 6.5221 0.7776 2.8231
Cl 4.2375 0.8296 4.9308
Cl 1.3070 0.5128 4.0947
Cl 2.7473 0.1519 -1.0028
Cl 5.7828 0.4003 -0.2251
S 0.1986 -1.7023 1.6848
N -0.0931 -1.3410 -1.2641
C -1.6127 1.2630 2.9172
C 3.8484 0.7008 3.2672
C -0.2069 2.3615 0.9802
C -1.8903 -4.8328 0.2124
C 0.3474 3.3498 -1.3547
C -1.3525 1.4461 -0.7901
C -2.9392 -0.1527 0.5204
C -0.6643 -2.7739 0.6019
C 0.6437 0.0307 -3.2059
C -1.8826 -4.6168 -1.1336
C -1.1394 1.4195 1.5070
C 3.2461 0.4298 0.6613
C -0.0190 -1.1664 -2.5865
C 2.1623 0.5043 1.5100
C -0.3526 2.3858 -0.4425
C 4.5809 0.5067 0.9886
C -0.5515 -2.1080 -3.4905
C -1.2633 -3.4594 -1.6528
C -1.7956 0.8030 0.4078
C -2.0173 1.2714 -2.1177
C 4.8870 0.6665 2.3327
C -1.1833 -3.2199 -3.0377
C 2.5113 0.6087 2.8589
C 0.6199 3.3353 1.7581
C -0.6795 -2.5171 -0.7860
C -1.2669 -3.9142 1.0770
H -3.8692 0.4029 0.6681
H -0.1910 3.4588 -2.2948
H -1.2392 -4.1078 2.1437
H -1.0807 1.9247 3.5937
H -2.3600 -5.7188 0.6205
H -2.6729 1.5270 2.9434
H -1.4875 1.7839 -2.9171
H 0.4002 4.3321 -0.8852
H -2.1318 0.2228 -2.3936
H 0.1294 0.2883 -4.1304
H 1.6751 -0.2138 -3.4750
H 0.6550 0.9062 -2.5640
H 1.3713 3.0495 -1.5878
H 0.8439 2.9662 2.7554
H -3.0524 -0.7596 -0.3777
H -1.5110 0.2399 3.2777
H -2.8083 -0.8241 1.3672
H -3.0223 1.6949 -2.0566
H -0.4632 -1.9075 -4.5507
H 0.0698 4.2748 1.8600
H -2.3348 -5.3228 -1.8198
H 1.5632 3.5513 1.2573
H -1.6196 -3.9325 -3.7297
```

No. 3
C12H27AsCoS3 | the ωB97M-V functional and the def2-TZVPD basis

The largest force on an atom comes out at 1.19 eV/Å. The HOMO-LUMO gap (spin up / spin down) is 0.2692 / 0.3103 hartree. The calculation puts the HOMO energy (spin up / spin down) at -16.104 / -15.883 eV. As for the spin multiplicity: 2. The charge is +2. Its LUMO energy (spin up / spin down) is -8.779 / -7.439 eV.

```
44
C12H27AsCoS3 | the OMol25 dataset | the ωB97M-V functional and the def2-TZVPD basis
As 0.2377 0.2424 1.8524
Co -0.7553 0.1345 -0.4241
S -1.6676 -1.4459 -1.8872
S -1.5580 1.8666 -1.7909
S 1.1226 0.0653 -1.4537
C 1.4445 1.7663 2.0052
C 2.3071 1.7464 3.2625
C -0.8635 0.3121 3.4487
C 0.9799 1.2987 -2.7951
C -2.8181 -0.3932 -2.8087
C -1.8717 -0.8248 3.5624
C -2.2628 0.9682 -3.2085
C 0.0430 2.4323 -2.4159
C -0.3043 -1.7171 -3.0611
C 1.4295 -1.2784 2.0736
C 1.0358 -1.5034 -2.3713
C 0.8622 -2.6122 1.6056
H -0.3634 -2.7399 -3.4316
H -2.5914 -0.8161 2.7423
H -1.3473 1.2896 3.4420
H 1.8678 -1.5196 -3.0773
H 0.4541 3.0489 -1.6151
H -3.6787 -0.2970 -2.1434
H -1.3858 -1.7996 3.5833
H 1.6144 -3.3959 1.6928
H 1.9865 1.6726 -2.9828
H 0.5469 -2.5817 0.5580
H -2.4317 -0.7217 4.4908
H -0.4367 -1.0562 -3.9153
H -0.1197 3.0908 -3.2692
H 2.3369 -1.0208 1.5225
H -3.1704 -0.9350 -3.6871
H 2.0596 1.7731 1.1028
H 0.6493 0.7834 -3.6948
H 2.9092 0.8409 3.3320
H 1.7040 -1.3133 3.1284
H 0.8167 2.6588 1.9696
H -3.0682 1.5730 -3.6237
H -1.4974 0.8827 -3.9786
H 1.7056 1.8263 4.1675
H -0.0046 -2.9268 2.1851
H -0.1493 0.3081 4.2731
H 1.2375 -2.2733 -1.6258
H 2.9951 2.5909 3.2605
```

Please write out number 2 again, unchanged.
C26H23Cl5NSW | the ωB97M-V functional and the def2-TZVPD basis

The largest force on an atom comes out at 0.62 eV/Å. The HOMO-LUMO gap (spin up / spin down) is 0.2428 / 0.2565 hartree. The calculation puts the HOMO energy (spin up / spin down) at -10.091 / -10.949 eV. As for the spin multiplicity: 3. The charge is +1. Its LUMO energy (spin up / spin down) is -3.485 / -3.970 eV.

```
57
C26H23Cl5NSW | the OMol25 dataset | the ωB97M-V functional and the def2-TZVPD basis
W 0.4038 0.2126 0.2516
Cl 6.5221 0.7776 2.8231
Cl 4.2375 0.8296 4.9308
Cl 1.3070 0.5128 4.0947
Cl 2.7473 0.1519 -1.0028
Cl 5.7828 0.4003 -0.2251
S 0.1986 -1.7023 1.6848
N -0.0931 -1.3410 -1.2641
C -1.6127 1.2630 2.9172
C 3.8484 0.7008 3.2672
C -0.2069 2.3615 0.9802
C -1.8903 -4.8328 0.2124
C 0.3474 3.3498 -1.3547
C -1.3525 1.4461 -0.7901
C -2.9392 -0.1527 0.5204
C -0.6643 -2.7739 0.6019
C 0.6437 0.0307 -3.2059
C -1.8826 -4.6168 -1.1336
C -1.1394 1.4195 1.5070
C 3.2461 0.4298 0.6613
C -0.0190 -1.1664 -2.5865
C 2.1623 0.5043 1.5100
C -0.3526 2.3858 -0.4425
C 4.5809 0.5067 0.9886
C -0.5515 -2.1080 -3.4905
C -1.2633 -3.4594 -1.6528
C -1.7956 0.8030 0.4078
C -2.0173 1.2714 -2.1177
C 4.8870 0.6665 2.3327
C -1.1833 -3.2199 -3.0377
C 2.5113 0.6087 2.8589
C 0.6199 3.3353 1.7581
C -0.6795 -2.5171 -0.7860
C -1.2669 -3.9142 1.0770
H -3.8692 0.4029 0.6681
H -0.1910 3.4588 -2.2948
H -1.2392 -4.1078 2.1437
H -1.0807 1.9247 3.5937
H -2.3600 -5.7188 0.6205
H -2.6729 1.5270 2.9434
H -1.4875 1.7839 -2.9171
H 0.4002 4.3321 -0.8852
H -2.1318 0.2228 -2.3936
H 0.1294 0.2883 -4.1304
H 1.6751 -0.2138 -3.4750
H 0.6550 0.9062 -2.5640
H 1.3713 3.0495 -1.5878
H 0.8439 2.9662 2.7554
H -3.0524 -0.7596 -0.3777
H -1.5110 0.2399 3.2777
H -2.8083 -0.8241 1.3672
H -3.0223 1.6949 -2.0566
H -0.4632 -1.9075 -4.5507
H 0.0698 4.2748 1.8600
H -2.3348 -5.3228 -1.8198
H 1.5632 3.5513 1.2573
H -1.6196 -3.9325 -3.7297
```

Repeat the third record exactly.
C12H27AsCoS3 | the ωB97M-V functional and the def2-TZVPD basis

The largest force on an atom comes out at 1.19 eV/Å. The HOMO-LUMO gap (spin up / spin down) is 0.2692 / 0.3103 hartree. The calculation puts the HOMO energy (spin up / spin down) at -16.104 / -15.883 eV. As for the spin multiplicity: 2. The charge is +2. Its LUMO energy (spin up / spin down) is -8.779 / -7.439 eV.

```
44
C12H27AsCoS3 | the OMol25 dataset | the ωB97M-V functional and the def2-TZVPD basis
As 0.2377 0.2424 1.8524
Co -0.7553 0.1345 -0.4241
S -1.6676 -1.4459 -1.8872
S -1.5580 1.8666 -1.7909
S 1.1226 0.0653 -1.4537
C 1.4445 1.7663 2.0052
C 2.3071 1.7464 3.2625
C -0.8635 0.3121 3.4487
C 0.9799 1.2987 -2.7951
C -2.8181 -0.3932 -2.8087
C -1.8717 -0.8248 3.5624
C -2.2628 0.9682 -3.2085
C 0.0430 2.4323 -2.4159
C -0.3043 -1.7171 -3.0611
C 1.4295 -1.2784 2.0736
C 1.0358 -1.5034 -2.3713
C 0.8622 -2.6122 1.6056
H -0.3634 -2.7399 -3.4316
H -2.5914 -0.8161 2.7423
H -1.3473 1.2896 3.4420
H 1.8678 -1.5196 -3.0773
H 0.4541 3.0489 -1.6151
H -3.6787 -0.2970 -2.1434
H -1.3858 -1.7996 3.5833
H 1.6144 -3.3959 1.6928
H 1.9865 1.6726 -2.9828
H 0.5469 -2.5817 0.5580
H -2.4317 -0.7217 4.4908
H -0.4367 -1.0562 -3.9153
H -0.1197 3.0908 -3.2692
H 2.3369 -1.0208 1.5225
H -3.1704 -0.9350 -3.6871
H 2.0596 1.7731 1.1028
H 0.6493 0.7834 -3.6948
H 2.9092 0.8409 3.3320
H 1.7040 -1.3133 3.1284
H 0.8167 2.6588 1.9696
H -3.0682 1.5730 -3.6237
H -1.4974 0.8827 -3.9786
H 1.7056 1.8263 4.1675
H -0.0046 -2.9268 2.1851
H -0.1493 0.3081 4.2731
H 1.2375 -2.2733 -1.6258
H 2.9951 2.5909 3.2605
```

Number 2 is which compound? C26H23Cl5NSW

largest force on an atom of number 1 (C4H12)? 5.57 eV/Å